No. 1
Here is a molecular structure, CF3MgMnNO4S3 at a distorted geometry from OMol25. Energies are from wB97M-V/def2-TZVPD.

Each line ends with the Mulliken spin population.
Positions of all 14 atoms, in Å:
Mn: 1.79549 -1.35151 0.95440  4.764
N: 0.16554 -0.74502 1.71661  0.114
S: -0.82559 0.11989 1.02888  0.005
O: -0.67779 0.65765 -0.40182  0.003
C: -2.27172 -0.95220 0.52822  0.016
F: -2.72087 -1.64697 1.56143  0.000
F: -1.82037 -1.77507 -0.42593  0.001
F: -3.26204 -0.22351 0.03286  0.001
Mg: 0.72258 0.35595 -1.67273  0.018
S: 3.65268 0.36131 -0.74269  0.025
O: 2.18288 -0.44504 -0.63915  0.035
S: 2.61960 2.38489 -1.22705  0.006
O: 1.68157 1.86780 -2.44958  0.003
O: -1.24197 1.39181 1.73657  0.007

Kohn-Sham gap (spin up / spin down): 0.2422 / 0.2262 Ha
Molecular weight: 322.452 Da
2S+1: 6
HOMO (spin up / spin down): -8.4 / -8.4 eV
E: -88139.685 eV

***

No. 2
Here is 10 unconnected molecules or ions with the total composition C42H100N8O10 at a distorted geometry from OMol25. Energies are from wB97M-V/def2-TZVPD.

Each line ends with the Löwdin charge.
Positions of all 160 atoms, in Å:
C: -1.66085 2.57536 -2.87965  -0.623
O: -1.11986 3.65980 -2.52519  -0.033
N: -2.02039 2.30088 -4.16874  0.174
N: -1.82679 1.55129 -1.99005  0.172
H: -1.74131 2.97627 -4.83229  0.096
H: -2.70961 1.61868 -4.37807  0.074
H: -2.45256 0.72637 -2.11197  0.094
H: -1.64576 1.93460 -1.03982  0.078
C: 1.91474 2.36275 -0.61706  -0.576
O: 1.19441 1.77690 0.21669  -0.005
N: 3.22072 1.96749 -0.84935  0.161
N: 1.49338 3.38825 -1.43102  0.172
H: 3.42272 1.01122 -0.55698  0.068
H: 3.76520 2.29202 -1.66019  0.108
H: 2.10187 3.92002 -1.99910  0.090
H: 0.58310 3.80959 -1.42502  0.069
C: -1.98389 -0.93647 3.44896  -0.025
C: -1.67556 -0.92069 4.92011  -0.545
C: -0.94134 -2.19864 5.34322  -0.107
C: 0.59025 -2.09858 4.99740  -0.167
C: 1.28204 -0.81899 5.48352  -0.094
C: 0.41937 0.49929 5.11848  -0.476
N: -1.01296 0.24309 5.38497  -0.114
O: -1.78836 1.35029 5.07372  -0.008
C: 0.87706 1.61219 6.04533  -0.041
C: 0.68837 0.96564 3.68833  -0.033
C: -3.02845 -0.92836 5.72567  -0.021
H: -2.45012 -1.90418 3.26612  0.088
H: -1.12115 -0.94928 2.76622  0.061
H: -2.66499 -0.13413 3.05425  0.084
H: -1.13946 -2.42648 6.44767  0.137
H: -1.32579 -3.01072 4.71043  0.113
H: 0.69481 -2.21641 3.92138  0.075
H: 1.09682 -2.97325 5.34694  0.095
H: 2.27949 -0.63036 4.96584  0.112
H: 1.54742 -0.82020 6.52533  0.094
H: 0.18120 2.47881 6.03566  0.094
H: 1.04005 1.32721 7.05122  0.066
H: 1.78834 1.97678 5.64153  0.066
H: 1.75629 1.25334 3.57999  0.088
H: 0.53375 0.14709 2.93943  0.077
H: -0.06589 1.78216 3.54815  0.081
H: -3.43140 -2.00228 5.84275  0.111
H: -3.76598 -0.33291 5.14130  0.076
H: -2.89163 -0.60006 6.67724  0.038
H: -2.19573 1.67380 5.83387  0.076
C: 4.07887 -2.36248 2.89388  0.009
C: 4.86760 -1.55176 1.78854  -0.499
C: 5.21117 -0.15505 2.21691  -0.137
C: 6.10149 0.52555 1.21250  -0.199
C: 7.35654 -0.21839 0.85030  -0.134
C: 7.13927 -1.70678 0.57157  -0.518
N: 6.16555 -2.20942 1.53630  -0.098
O: 5.97151 -3.63924 1.44314  -0.046
C: 6.61743 -1.90688 -0.89456  -0.014
C: 8.41408 -2.45287 0.75337  -0.049
C: 4.00922 -1.44598 0.48210  -0.022
H: 4.84845 -2.66045 3.59328  0.081
H: 3.54867 -3.26353 2.40903  0.101
H: 3.35131 -1.74120 3.40885  0.054
H: 4.32778 0.52232 2.30218  0.137
H: 5.83165 -0.35528 3.10156  0.136
H: 6.38804 1.51245 1.51271  0.107
H: 5.59703 0.73167 0.24087  0.096
H: 8.18722 -0.16744 1.60618  0.133
H: 7.80907 0.21547 -0.05604  0.127
H: 7.50280 -2.07318 -1.46794  0.073
H: 6.04739 -2.82297 -0.97939  0.077
H: 6.12279 -1.14261 -1.36744  0.040
H: 8.77351 -2.41925 1.75386  0.084
H: 8.34898 -3.47165 0.36831  0.089
H: 9.19211 -2.12459 0.06543  0.089
H: 4.53474 -0.87081 -0.24347  0.025
H: 3.05382 -0.97832 0.79529  0.094
H: 3.86503 -2.46754 0.13679  0.069
H: 5.30198 -3.75377 0.66819  0.116
C: -0.83698 -1.60813 -6.29213  -0.014
C: 0.63692 -1.24945 -5.90008  -0.538
C: 1.41176 -1.12395 -7.18513  -0.149
C: 2.82166 -0.54550 -7.08143  -0.157
C: 2.73052 0.72986 -6.27321  -0.160
C: 2.05912 0.61081 -4.93441  -0.548
N: 0.72609 0.03485 -5.18454  -0.051
O: 0.12368 -0.13433 -3.92197  -0.052
C: 2.98908 -0.03166 -3.94649  -0.036
C: 1.78106 2.06009 -4.48110  -0.026
C: 1.15839 -2.44231 -5.17909  -0.043
H: -1.37626 -1.87929 -5.30493  0.087
H: -0.92024 -2.47474 -6.95754  0.088
H: -1.30444 -0.76028 -6.75808  0.075
H: 1.43796 -2.03309 -7.73923  0.115
H: 0.74731 -0.45638 -7.70488  0.116
H: 3.10778 -0.30450 -8.10202  0.109
H: 3.61017 -1.24315 -6.75676  0.117
H: 2.05805 1.46690 -6.76404  0.136
H: 3.71654 1.15587 -6.17402  0.119
H: 3.53450 -0.89093 -4.39528  0.080
H: 3.83988 0.62578 -3.72406  0.080
H: 2.44079 -0.31187 -2.97799  0.104
H: 0.97758 2.52167 -5.02476  0.080
H: 1.61599 2.10361 -3.39597  0.056
H: 2.73698 2.56845 -4.65166  0.089
H: 0.82262 -2.62853 -4.10013  0.108
H: 2.19178 -2.34817 -5.01918  0.044
H: 0.97250 -3.29764 -5.82216  0.092
H: -0.59512 0.50489 -3.82574  0.054
C: -4.85024 1.75212 2.72054  -0.046
C: -6.11861 2.34104 2.24331  -0.568
C: -5.93529 3.62712 1.38708  -0.108
C: -5.04302 3.32162 0.09764  -0.142
C: -5.92838 2.33208 -0.70463  -0.144
C: -6.25362 1.05468 0.05786  -0.464
N: -6.82248 1.38691 1.42883  -0.098
O: -6.94780 0.17756 2.15204  -0.046
C: -7.47071 0.39635 -0.58631  -0.045
C: -5.01229 0.04260 0.00928  0.003
C: -6.97701 2.72545 3.45580  -0.028
H: -4.23482 1.37275 1.84914  0.071
H: -4.21657 2.48202 3.25448  0.101
H: -4.95586 0.86342 3.29433  0.067
H: -6.94033 3.98190 1.05082  0.125
H: -5.42823 4.41477 1.97658  0.121
H: -4.92262 4.40573 -0.33084  0.133
H: -3.97243 3.09993 0.21395  0.078
H: -5.49286 2.01601 -1.64251  0.107
H: -6.87224 2.82531 -0.89696  0.107
H: -8.30279 1.13811 -0.60996  0.101
H: -7.70459 -0.45036 0.03212  0.065
H: -7.26225 0.01458 -1.60263  0.080
H: -4.89662 -0.44832 -0.97382  0.063
H: -5.15739 -0.71757 0.74594  0.071
H: -4.09755 0.54992 0.19659  0.035
H: -7.34888 1.88086 3.99758  0.066
H: -6.31263 3.26137 4.14670  0.088
H: -7.84880 3.32626 3.15002  0.088
H: -7.89631 -0.06842 2.03114  0.123
C: 0.94652 -4.52650 1.07079  -0.118
O: 0.25946 -3.47574 1.86802  -0.166
H: 1.23552 -5.28348 1.86028  0.091
H: 0.28285 -5.01763 0.33639  0.070
H: 1.84563 -4.12859 0.59720  0.050
H: 0.14544 -2.69948 1.29983  0.013
C: -1.40611 2.82958 1.31429  -0.159
O: -1.55042 1.50603 0.83857  -0.168
H: -2.29808 2.99087 1.88508  0.056
H: -0.51475 2.99016 1.94933  0.077
H: -1.37177 3.60059 0.54304  0.074
H: -0.64613 1.10424 0.74700  0.052
C: -4.59140 -1.14787 -3.66981  -0.105
O: -3.26707 -0.56273 -3.68208  -0.178
H: -5.32315 -0.46033 -3.21048  0.068
H: -4.86117 -1.17051 -4.75397  0.094
H: -4.58820 -2.07779 -3.17512  0.067
H: -2.56028 -1.17803 -3.99067  0.066
C: -0.20239 -1.54203 -1.19244  -0.083
O: 0.32301 -1.20264 0.12468  -0.169
H: -0.74919 -0.64501 -1.56907  0.057
H: 0.66518 -1.67558 -1.87951  0.065
H: -0.82824 -2.45746 -1.00401  0.104
H: 0.68562 -0.31985 0.14712  0.020

Kohn-Sham gap: 0.2968 Ha
Molecular weight: 877.308 Da
SMILES string: CC1(C)CCCC(C)(C)N1O.CC1(C)CCCC(C)(C)N1O.CC1(C)CCCC(C)(C)N1O.CC1(C)CCCC(C)(C)N1O.NC(N)=O.NC(N)=O.CO.CO.CO.CO
HOMO: -7.8 eV
Energy above the lowest of the compared OMol25 structures with the same formula, charge and spin: 1.991 eV
E: -77565.660 eV

***

No. 3
Here is a single C4H9NO2 molecule at a distorted geometry from OMol25. Energies are from wB97M-V/def2-TZVPD.

Each line ends with the Löwdin charge.
Positions of all 16 atoms, in Å:
C: 1.52375 -1.52391 -0.98796  -0.042
C: 0.51956 -0.38176 -0.59839  -0.433
O: -0.76113 -0.90540 -0.76202  -0.074
C: 0.45701 0.18712 0.87199  -0.036
N: -0.87144 1.00483 1.28496  0.059
C: -1.86046 1.53949 0.50989  -0.331
O: -2.12152 1.24706 -0.65036  0.005
H: 2.57605 -1.22487 -1.10114  0.072
H: 1.22230 -1.90444 -1.98091  0.084
H: 1.48657 -2.39053 -0.31792  0.073
H: 0.74297 0.43016 -1.31460  0.135
H: -1.34802 -0.10518 -0.76854  0.017
H: 0.61159 -0.70082 1.51026  0.115
H: 1.21918 0.92637 1.08849  0.098
H: -0.90852 1.44499 2.20957  0.121
H: -2.50056 2.32895 0.96403  0.139

Kohn-Sham gap: 0.3823 Ha
Molecular weight: 103.121 Da
SMILES string: C[C@@H](O)CNC=O
HOMO: -9.7 eV
Energy above the lowest of the compared OMol25 structures with the same formula, charge and spin: 1.817 eV
E: -9878.244 eV